No. 1
Computed, not measured: a gas-phase ion, C7H13N4O2 (charge +1), with the ωB97M-V functional and the def2-TZVPD basis.

```
! wB97M-V def2-TZVPD RIJCOSX def2/J DEFGRID3
* xyz 1 1
C -3.285 0.095 0.466
C -2.453 0.096 -0.788
O -2.325 1.040 -1.506
O -1.848 -1.107 -1.071
C -0.431 -1.081 -1.120
C 0.186 -1.633 0.164
C 1.701 -1.398 0.200
C 2.135 -0.132 0.934
N 1.524 1.093 0.371
C 0.465 1.788 0.760
N 0.263 2.809 -0.076
N 1.195 2.755 -0.984
N 1.947 1.731 -0.713
H -3.243 -0.849 1.002
H -4.317 0.322 0.191
H -2.956 0.913 1.111
H -0.122 -1.686 -1.974
H -0.105 -0.052 -1.307
H -0.330 -1.236 1.045
H 0.008 -2.709 0.179
H 2.193 -2.221 0.722
H 2.094 -1.394 -0.822
H 3.217 -0.004 0.870
H 1.856 -0.146 1.986
H -0.123 1.539 1.628
H 2.755 1.467 -1.268
*
```

**Frontier orbital gap**: 8.893 eV
**Energy relative to the best compared isomer or geometry (same formula, charge and spin)**: 209.6 kJ/mol
**SMILES**: CC(=O)OCCCCn1cnn[nH+]1

***

No. 2
Computed, not measured: 4 unconnected molecules or ions with the total composition H8O4 in a non-equilibrium geometry, with the ωB97M-V functional and the def2-TZVPD basis.

```
! wB97M-V def2-TZVPD RIJCOSX def2/J DEFGRID3
* xyz -1 2
O -1.775 -0.076 0.714
H -2.327 -0.098 1.495
H -2.330 -0.426 0.017
O 0.243 1.243 -0.358
H -0.642 0.881 -0.394
H 0.522 1.106 0.548
O 2.817 1.354 -1.760
H 2.046 1.392 -1.195
H 2.463 1.280 -2.646
O 0.040 -2.199 1.285
H -0.464 -2.975 1.040
H -0.593 -1.482 1.254
*
```

**Frontier orbital gap (alpha / beta)**: 3.569 / 11.298 eV
**Energy relative to the best compared isomer or geometry (same formula, charge and spin)**: 6.4 kJ/mol

***

No. 3
Computed, not measured: C10H16ClF9NOPS in the gas phase in a non-equilibrium geometry, with the ωB97M-V functional and the def2-TZVPD basis.

```
! wB97M-V def2-TZVPD RIJCOSX def2/J DEFGRID3
* xyz 0 1
C -0.084 3.762 0.721
C 0.902 3.324 -0.360
C 0.860 1.833 -0.668
Cl 2.008 1.519 -2.035
P 1.220 0.779 0.826
C 2.801 -0.093 0.508
C 2.776 -1.277 -0.465
C 3.895 -2.255 -0.194
N 4.497 -2.822 -1.370
O 4.217 -2.566 0.948
C -0.064 -0.549 0.624
C -1.361 -0.028 1.226
C -2.440 -1.087 1.436
F -2.863 -1.022 2.744
F -1.993 -2.352 1.243
C -3.760 -0.865 0.651
F -4.209 0.380 0.970
F -4.679 -1.767 1.055
S -3.651 -0.942 -1.230
F -3.157 0.564 -1.277
F -5.161 -0.462 -1.303
F -4.110 -2.452 -1.230
F -2.143 -1.411 -1.188
F -3.595 -0.976 -2.803
H -1.035 4.070 0.302
H -0.282 2.983 1.449
H 0.338 4.591 1.276
H 1.919 3.598 -0.105
H 0.639 3.840 -1.277
H -0.114 1.580 -1.074
H 3.146 -0.440 1.477
H 3.542 0.619 0.161
H 2.835 -0.912 -1.480
H 1.858 -1.857 -0.401
H 4.535 -3.825 -1.260
H 5.440 -2.476 -1.474
H -0.146 -0.775 -0.433
H 0.297 -1.414 1.167
H -1.752 0.798 0.645
H -1.128 0.386 2.200
*
```

**Frontier orbital gap**: 9.169 eV
**SMILES**: CC[C@@H](Cl)P(CCC(N)=O)CCC(F)(F)C(F)(F)S(F)(F)(F)(F)F

***

No. 4
Computed, not measured: C2H3BrFNO2 in the gas phase in a non-equilibrium geometry, with the ωB97M-V functional and the def2-TZVPD basis.

```
! wB97M-V def2-TZVPD RIJCOSX def2/J DEFGRID3
* xyz 0 1
C -0.236 -1.135 -0.205
C 0.482 0.127 0.300
F 1.054 0.059 1.561
Br 1.788 0.680 -1.060
N -0.430 1.314 0.206
O -1.242 1.268 -0.720
O -0.347 2.229 0.999
H 0.457 -2.062 -0.112
H -1.004 -1.511 0.291
H -0.524 -0.970 -1.259
*
```

**Frontier orbital gap**: 10.601 eV
**Energy relative to the best compared isomer or geometry (same formula, charge and spin)**: 32.5 kJ/mol
**SMILES**: C[C@@](F)(Br)[N+](=O)[O-]

***

No. 5
Computed, not measured: C21H25N3O5S in the gas phase in a non-equilibrium geometry, with the ωB97M-V functional and the def2-TZVPD basis.

```
! wB97M-V def2-TZVPD RIJCOSX def2/J DEFGRID3
* xyz 0 1
C -3.712 -1.853 -2.718
C -3.210 -2.790 -1.630
O -3.517 -2.253 -0.341
C -2.500 -1.763 0.379
O -1.333 -1.852 0.053
N -2.933 -1.219 1.553
C -4.249 -0.616 1.583
C -4.165 0.714 0.804
N -2.785 1.169 0.746
C -2.194 1.337 -0.466
O -2.777 1.085 -1.506
C -0.878 2.057 -0.481
C -0.965 3.383 -0.900
C 0.159 4.180 -0.996
C 1.400 3.641 -0.699
C 1.507 2.320 -0.316
C 0.377 1.511 -0.195
N 0.557 0.201 0.224
S 1.591 -0.129 1.491
O 1.099 -1.320 2.122
O 1.728 1.046 2.307
C 3.138 -0.504 0.690
C 4.287 0.183 1.025
C 5.475 -0.139 0.391
C 5.516 -1.143 -0.570
C 6.794 -1.482 -1.272
C 4.342 -1.824 -0.886
C 3.152 -1.509 -0.257
C -2.082 1.040 2.001
C -1.992 -0.470 2.365
H -4.795 -1.765 -2.670
H -3.432 -2.243 -3.693
H -3.277 -0.864 -2.591
H -3.711 -3.761 -1.680
H -2.128 -2.931 -1.704
H -4.512 -0.449 2.630
H -4.978 -1.289 1.136
H -4.499 0.584 -0.227
H -4.773 1.488 1.285
H -1.938 3.784 -1.141
H 0.067 5.210 -1.305
H 2.289 4.248 -0.778
H 2.471 1.889 -0.100
H -0.185 -0.486 0.097
H 4.232 0.957 1.774
H 6.380 0.393 0.646
H 6.894 -2.558 -1.392
H 7.653 -1.105 -0.724
H 6.801 -1.034 -2.266
H 4.367 -2.607 -1.630
H 2.235 -2.030 -0.481
H -1.089 1.482 1.933
H -2.651 1.582 2.763
H -2.259 -0.624 3.414
H -0.992 -0.872 2.207
*
```

**Frontier orbital gap**: 9.330 eV
**Energy relative to the best compared isomer or geometry (same formula, charge and spin)**: 167.7 kJ/mol
**SMILES**: CCOC(=O)N1CCN(C(=O)c2ccccc2NS(=O)(=O)c2ccc(C)cc2)CC1

***

No. 6
Computed, not measured: a molecular structure, C13H23BN2O8S3, with the ωB97M-V functional and the def2-TZVPD basis.

```
! wB97M-V def2-TZVPD RIJCOSX def2/J DEFGRID3
* xyz 0 1
O -4.444 -3.176 3.072
B -3.368 -2.553 2.515
O -3.492 -1.238 2.067
C -2.001 -3.341 2.345
C -0.828 -2.416 2.532
C -0.338 -2.192 3.866
C 0.684 -1.341 4.127
C 1.270 -0.663 3.034
N 2.274 0.225 3.099
S 2.556 0.690 1.600
N 1.469 -0.161 0.793
C 0.803 -0.888 1.705
C -0.267 -1.782 1.469
H -5.149 -2.542 3.248
H -3.261 -0.570 2.718
H -1.971 -4.150 3.074
H -1.979 -3.766 1.338
H -0.809 -2.718 4.688
H 1.047 -1.164 5.129
H -0.638 -1.945 0.466
O 4.276 5.829 0.665
S 3.108 6.641 0.818
O 2.466 6.725 2.093
O 2.048 6.219 -0.287
C 1.692 4.819 -0.371
C 0.781 4.368 0.751
C 3.419 8.265 0.220
H 2.604 4.222 -0.414
H 1.191 4.726 -1.332
H 1.283 4.411 1.716
H 0.466 3.339 0.575
H -0.102 5.004 0.809
H 3.887 8.198 -0.758
H 4.090 8.735 0.935
H 2.478 8.806 0.173
O 1.008 -3.682 -3.490
S -0.233 -2.980 -3.375
O -0.962 -3.015 -2.144
O -1.187 -3.429 -4.563
C -1.422 -4.846 -4.735
C -2.362 -5.421 -3.695
C -0.027 -1.305 -3.863
H -0.464 -5.366 -4.746
H -1.856 -4.926 -5.730
H -1.923 -5.390 -2.699
H -2.583 -6.460 -3.941
H -3.294 -4.857 -3.668
H 0.504 -1.275 -4.810
H 0.557 -0.826 -3.079
H -1.006 -0.841 -3.942
*
```

**Frontier orbital gap**: 8.484 eV
**Energy relative to the best compared isomer or geometry (same formula, charge and spin)**: 0.0 kJ/mol